[1]
The following is a quantum chemistry calculation of 3 unconnected molecules or ions with the total composition C27H66BrClIN8O10P4S in a non-equilibrium geometry, from the Open Molecules 2025 dataset.

Output
Calculated total energy in eV: -200113.042
Net charge: +1
Gap between HOMO and LUMO in eV: 6.86

Each atom is followed by the atoms it is bonded to, with distances in Å.
Atoms and positions in Å:
1 C 0.39572 4.81168 5.17411  C2 1.539, H32 1.090, H33 1.088, H34 1.089
2 C 0.92554 3.53693 4.49312  C1 1.539, C3 1.541, H35 1.087, H36 1.087
3 C 1.69020 3.89977 3.20546  C2 1.541, I4 2.162, N5 1.535, H37 1.080
4 I 3.77921 3.88424 3.76053  C3 2.162
5 N 1.32643 3.01399 2.00533  C3 1.535, Cl6 1.776, C7 1.521, C25 1.545
6 Cl 1.58687 1.35039 2.57093  N5 1.776
7 C -0.08823 3.36651 1.57032  N5 1.521, P8 1.865, C12 1.530, H38 1.089
8 P -1.63711 2.63993 2.31379  C7 1.865, O9 1.600, O10 1.594, S11 1.926
9 O -2.70898 2.38590 1.15317  P8 1.600, H39 0.973
10 O -1.34029 1.23709 3.01044  P8 1.594, H40 0.973
11 S -2.41615 3.90383 3.54055  P8 1.926
12 C -0.22887 3.36386 0.04645  C7 1.530, C13 1.520, C17 1.573, H41 1.086
13 C -0.88066 4.63053 -0.48497  C12 1.520, C14 1.503, H42 1.085, H43 1.099
14 C -1.38327 4.44194 -1.88871  C13 1.503, O15 1.185, Br16 1.943
15 O -1.65138 3.40904 -2.40342  C14 1.185
16 Br -1.62030 6.10262 -2.86818  C14 1.943
17 C 1.21719 3.01656 -0.46737  C12 1.573, C18 1.520, C25 1.553, H44 1.090
18 C 1.04692 1.66303 -1.13690  C17 1.520, O19 1.416, H45 1.093, H46 1.094
19 O 0.65610 0.66233 -0.21443  C18 1.416, C20 1.421
20 C -0.20881 -0.29298 -0.81302  O19 1.421, O21 1.381, H47 1.101, H48 1.094
21 O -0.06777 -1.51357 -0.18261  C20 1.381, C22 1.425
22 C -1.25801 -2.05843 0.38160  O21 1.425, C23 1.534, H49 1.094, H50 1.089
23 C -1.35736 -1.71029 1.87190  C22 1.534, O24 1.426, H51 1.091, H52 1.092
24 O -0.77512 -2.77960 2.61469  C23 1.426, H53 0.961
25 C 2.19042 3.16535 0.73382  N5 1.545, C17 1.553, C26 1.568, P29 1.962
26 C 2.78761 4.59958 0.51951  C25 1.568, N27 1.477, H54 1.090, H55 1.085
27 N 1.83015 5.70728 0.71716  C26 1.477, C28 1.485, H56 1.013
28 C 2.03716 6.78871 -0.27856  N27 1.485, H57 1.091, H58 1.090, H59 1.091
29 P 3.84892 2.11823 0.66838  C25 1.962, O30 1.615, O31 1.640
30 O 3.71380 0.61120 0.10474  P29 1.615, H60 0.984
31 O 4.74536 3.02432 -0.36323  P29 1.640, H61 0.969
32 H -0.44270 4.52139 5.80662  C1 1.090
33 H 0.01272 5.53758 4.45933  C1 1.088
34 H 1.15053 5.23763 5.83280  C1 1.089
35 H 0.14079 2.79986 4.34624  C2 1.087
36 H 1.61021 3.09806 5.21384  C2 1.087
37 H 1.50675 4.93869 2.97560  C3 1.080
38 H -0.21560 4.41984 1.81606  C7 1.089
39 H -2.56921 1.52748 0.71801  O9 0.973
40 H -2.15453 0.98337 3.47949  O10 0.973
41 H -0.82115 2.55478 -0.36985  C12 1.086
42 H -0.26857 5.52379 -0.42250  C13 1.085
43 H -1.77339 4.84054 0.12092  C13 1.099
44 H 1.40238 3.69674 -1.29858  C17 1.090
45 H 0.32070 1.74185 -1.95062  C18 1.093
46 H 1.98553 1.35744 -1.60859  C18 1.094
47 H -1.24603 0.07410 -0.76873  C20 1.101
48 H 0.07541 -0.41618 -1.86189  C20 1.094
49 H -2.15037 -1.78302 -0.18880  C22 1.094
50 H -1.15994 -3.14214 0.34290  C22 1.089
51 H -2.38395 -1.51496 2.18511  C23 1.091
52 H -0.71680 -0.83765 2.01484  C23 1.092
53 H -1.42528 -3.11331 3.23945  O24 0.961
54 H 3.68229 4.76270 1.12008  C26 1.090
55 H 3.12099 4.62962 -0.51287  C26 1.085
56 H 2.09947 6.14789 1.58900  N27 1.013
57 H 3.06154 6.82388 -0.65321  C28 1.091
58 H 1.30493 6.74557 -1.08467  C28 1.090
59 H 1.87107 7.73885 0.23069  C28 1.091
60 H 4.05887 0.47673 -0.80739  O30 0.984
61 H 5.55738 2.52629 -0.54102  O31 0.969
62 O 5.33625 -0.46312 -2.14384  P63 1.499
63 P 5.66401 -1.66146 -2.98313  O62 1.499, N64 1.700, N67 1.750, N70 1.683
64 N 6.32535 -0.94434 -4.37573  P63 1.700, C65 1.452, C66 1.463
65 C 6.31833 -1.44749 -5.73766  N64 1.452, H73 1.099, H74 1.093, H75 1.084
66 C 7.57946 -0.24695 -4.08836  N64 1.463, H76 1.099, H77 1.090, H78 1.089
67 N 4.07217 -2.33561 -3.25832  P63 1.750, C68 1.461, C69 1.451
68 C 3.57075 -2.67785 -4.58682  N67 1.461, H79 1.095, H80 1.091, H81 1.089
69 C 2.99859 -1.67038 -2.54427  N67 1.451, H82 1.101, H83 1.080, H84 1.088
70 N 6.47430 -3.13595 -2.93866  P63 1.683, C71 1.453, C72 1.482
71 C 6.35082 -4.22398 -3.89322  N70 1.453, H85 1.096, H86 1.092, H87 1.085
72 C 6.36020 -3.70763 -1.57654  N70 1.482, H88 1.097, H89 1.092, H90 1.089
73 H 7.12238 -2.16915 -5.93644  C65 1.099
74 H 6.47223 -0.61158 -6.42405  C65 1.093
75 H 5.36594 -1.88648 -6.01198  C65 1.084
76 H 8.39041 -0.94451 -3.83803  C66 1.099
77 H 7.45071 0.44464 -3.25575  C66 1.090
78 H 7.88989 0.33850 -4.95316  C66 1.089
79 H 3.60429 -1.83412 -5.28363  C68 1.095
80 H 2.52858 -2.98968 -4.50396  C68 1.091
81 H 4.07500 -3.53690 -5.02748  C68 1.089
82 H 2.72664 -0.71890 -3.02686  C69 1.101
83 H 3.27096 -1.47822 -1.51728  C69 1.080
84 H 2.11438 -2.30385 -2.50966  C69 1.088
85 H 5.50266 -4.87428 -3.65166  C71 1.096
86 H 7.25923 -4.82656 -3.83060  C71 1.092
87 H 6.25946 -3.90946 -4.92762  C71 1.085
88 H 5.32658 -4.00396 -1.35895  C72 1.097
89 H 6.67637 -2.98493 -0.82171  C72 1.092
90 H 6.99531 -4.58705 -1.47595  C72 1.089
91 O -4.62329 -2.59344 2.57557  P92 1.508
92 P -5.70156 -3.06156 1.63110  O91 1.508, N93 1.737, N96 1.735, N99 1.702
93 N -6.68847 -1.63789 1.76302  P92 1.737, C94 1.450, C95 1.456
94 C -8.13226 -1.50926 1.71141  N93 1.450, H102 1.100, H103 1.093, H104 1.085
95 C -6.05832 -0.49250 1.12167  N93 1.456, H105 1.102, H106 1.093, H107 1.090
96 N -6.28025 -4.41863 2.54435  P92 1.735, C97 1.463, C98 1.467
97 C -7.67069 -4.53759 2.98493  N96 1.463, H108 1.094, H109 1.090, H110 1.088
98 C -5.43169 -4.82367 3.67015  N96 1.467, H111 1.096, H112 1.086, H113 1.091
99 N -6.27412 -3.55282 0.10527  P92 1.702, C100 1.456, C101 1.483
100 C -7.60911 -4.01988 -0.23860  N99 1.456, H114 1.096, H115 1.093, H116 1.082
101 C -5.31407 -4.52442 -0.47230  N99 1.483, H117 1.097, H118 1.093, H119 1.090
102 H -8.53176 -1.46795 0.68738  C94 1.100
103 H -8.42159 -0.57236 2.19511  C94 1.093
104 H -8.63673 -2.29580 2.26313  C94 1.085
105 H -6.02666 -0.59433 0.02481  C95 1.102
106 H -5.03531 -0.36835 1.48584  C95 1.093
107 H -6.60031 0.42336 1.35953  C95 1.090
108 H -7.99990 -3.67532 3.57309  C97 1.094
109 H -7.76818 -5.41956 3.61778  C97 1.090
110 H -8.36953 -4.71342 2.16945  C97 1.088
111 H -5.54488 -4.15871 4.53449  C98 1.096
112 H -4.38226 -4.84863 3.39322  C98 1.086
113 H -5.70336 -5.83408 3.98045  C98 1.091
114 H -7.71826 -5.09232 -0.04340  C100 1.096
115 H -7.74845 -3.86221 -1.31066  C100 1.093
116 H -8.41770 -3.49848 0.25698  C100 1.082
117 H -5.31707 -5.46546 0.09145  C101 1.097
118 H -4.29729 -4.12272 -0.46231  C101 1.093
119 H -5.56756 -4.74810 -1.50846  C101 1.090

Atomic partial charges in e from the Löwdin method, atoms 1 to 99: C -0.1206; C -0.3657; C -0.6831; I 1.0308; N -0.4214; Cl 0.8906; C -0.2725; P 0.2308; O -0.1803; O -0.2397; S 0.4116; C -0.2520; C -0.1533; C -0.7940; O 0.0581; Br 0.7483; C -0.1670; C -0.1880; O -0.1360; C -0.2409; O -0.0762; C -0.1599; C -0.2253; O -0.0521; C -0.4247; C -0.2594; N -0.0914; C -0.0799; P 0.8233; O -0.2761; O -0.2527; H 0.0682; H 0.0605; H 0.0780; H 0.0477; H 0.0605; H 0.0547; H 0.1050; H 0.0856; H 0.1015; H 0.1024; H 0.0748; H 0.1424; H 0.1608; H 0.1289; H 0.1190; H 0.1335; H 0.1379; H 0.1178; H 0.1302; H 0.0914; H 0.0848; H 0.0853; H 0.0426; H 0.1058; H 0.0896; H 0.0897; H 0.0621; H 0.0909; H 0.0262; H 0.0784; O -0.2962; P 0.6655; N -0.3028; C -0.1308; C -0.1273; N -0.2700; C -0.1318; C -0.1516; N -0.3089; C -0.1168; C -0.1226; H 0.0845; H 0.0881; H 0.0471; H 0.0840; H 0.0662; H 0.0826; H 0.0767; H 0.0837; H 0.0667; H 0.0874; H 0.0608; H 0.0843; H 0.0916; H 0.0942; H 0.0583; H 0.0829; H 0.0790; H 0.0846; O -0.2910; P 0.6991; N -0.3100; C -0.1415; C -0.1482; N -0.2835; C -0.1284; C -0.1446; N -0.3106

---

[2]
The following is a quantum chemistry calculation of 13 unconnected molecules or ions with the total composition C27H66ClNO16 in a non-equilibrium geometry, from the Open Molecules 2025 dataset.

Output
Calculated total energy in eV: -75827.096
Gap between HOMO and LUMO in eV: 6.98

Each atom is followed by the atoms it is bonded to, with distances in Å.
Atoms and positions in Å:
1 C -0.10111 -3.59786 0.31846  C2 1.617, H22 1.138, H23 1.145, H24 1.156
2 C -1.03505 -2.59464 -0.53970  C1 1.617, C3 1.613, H25 1.146, H26 1.150
3 C -2.14729 -1.81085 0.32642  C2 1.613, Cl4 1.850, C5 1.605, H27 1.157
4 Cl -2.36398 -2.63575 1.96801  C3 1.850
5 C -1.92752 -0.22425 0.42158  C3 1.605, C6 1.599, C14 1.635, C20 1.605
6 C -0.82446 0.37978 1.40847  C5 1.599, C7 1.594, H28 1.158, H29 1.156
7 C 0.67844 0.29578 0.88391  C6 1.594, C8 1.573, C12 1.573
8 C 1.16687 0.85233 -0.50429  C7 1.573, C9 1.560, H30 1.137
9 C 2.64528 0.74781 -0.99099  C8 1.560, C10 1.562, H31 1.140
10 C 3.76223 0.11406 -0.10227  C9 1.562, C11 1.555, H32 1.136
11 C 3.31116 -0.40202 1.29393  C10 1.555, C12 1.570, H33 1.152
12 C 1.81659 -0.33417 1.76842  C7 1.573, C11 1.570, C13 1.616
13 C 1.54704 -0.92320 3.24919  C12 1.616, H34 1.144, H35 1.155, H36 1.152
14 C -3.34115 0.33293 1.02502  C5 1.635, C15 1.624, H37 1.158, H38 1.139
15 C -4.21215 0.74011 -0.28394  C14 1.624, O16 1.445, O19 1.471, H39 1.153
16 O -5.43712 1.48268 -0.09571  C15 1.445, N17 1.370
17 N -5.73764 1.67133 1.22717  O16 1.370, O18 1.194
18 O -6.49861 0.82686 1.59118  N17 1.194
19 O -3.15445 1.35444 -1.10191  C15 1.471, C20 1.454
20 C -2.09625 0.35788 -1.06464  C5 1.605, O19 1.454, O21 1.245
21 O -1.53710 0.08711 -2.14404  C20 1.245
22 H -0.64532 -4.58560 0.47228  C1 1.138
23 H 0.31270 -3.13252 1.27961  C1 1.145
24 H 0.81331 -3.81608 -0.35393  C1 1.156
25 H -0.32376 -1.90836 -1.11937  C2 1.146
26 H -1.58698 -3.22525 -1.32729  C2 1.150
27 H -3.14952 -1.96431 -0.23028  C3 1.157
28 H -0.86650 -0.26123 2.37211  C6 1.158
29 H -1.05580 1.45438 1.76498  C6 1.156
30 H 0.43975 1.36108 -1.21449  C8 1.137
31 H 2.91140 1.14822 -2.02511  C9 1.140
32 H 4.82378 0.08745 -0.50683  C10 1.136
33 H 4.14512 -0.83638 1.96016  C11 1.152
34 H 0.88772 -1.85758 3.24283  C13 1.144
35 H 2.55863 -1.12841 3.76799  C13 1.155
36 H 1.04351 -0.10921 3.88966  C13 1.152
37 H -3.18955 1.35136 1.55391  C14 1.158
38 H -3.93528 -0.34762 1.71943  C14 1.139
39 H -4.48440 -0.19198 -0.90529  C15 1.153
40 C -2.84038 3.69251 -4.02264  O41 1.422, H42 1.090, H43 1.092, H44 1.092
41 O -1.80653 2.92804 -4.62894  C40 1.422, H45 0.968
42 H -3.22733 4.40451 -4.75183  C40 1.090
43 H -3.64645 3.02869 -3.70193  C40 1.092
44 H -2.43919 4.23592 -3.16413  C40 1.092
45 H -1.48250 2.30637 -3.96205  O41 0.968
46 C 7.64926 -0.24660 1.13871  O47 1.420, H48 1.090, H49 1.094, H50 1.093
47 O 7.34196 -1.08706 0.03608  C46 1.420, H51 0.965
48 H 7.35951 0.77608 0.89540  C46 1.090
49 H 7.09423 -0.58041 2.01991  C46 1.094
50 H 8.72337 -0.28028 1.33794  C46 1.093
51 H 7.60794 -1.98281 0.27836  O47 0.965
52 C 7.97533 3.31424 -1.22087  O53 1.420, H54 1.091, H55 1.093, H56 1.093
53 O 7.89806 3.19185 0.19137  C52 1.420, H57 0.967
54 H 8.13587 2.32539 -1.65171  C52 1.091
55 H 7.04056 3.72907 -1.60680  C52 1.093
56 H 8.81109 3.96548 -1.48962  C52 1.093
57 H 7.75565 4.07909 0.54788  O53 0.967
58 C -8.15606 4.47274 -0.85783  O59 1.420, H60 1.090, H61 1.091, H62 1.093
59 O -7.12784 3.69915 -1.45744  C58 1.420, H63 0.967
60 H -8.54047 5.18098 -1.59219  C58 1.090
61 H -8.96434 3.81714 -0.53079  C58 1.091
62 H -7.75309 5.02207 -0.00284  C58 1.093
63 H -6.80724 3.08036 -0.78701  O59 0.967
64 C -3.22978 3.81512 4.00575  O65 1.421, H66 1.090, H67 1.093, H68 1.093
65 O -2.19575 3.05540 3.39517  C64 1.421, H69 0.966
66 H -3.61928 4.52735 3.27817  C64 1.090
67 H -4.03541 3.15019 4.32741  C64 1.093
68 H -2.82950 4.35876 4.86491  C64 1.093
69 H -1.86909 2.43432 4.05902  O65 0.966
70 C 5.79908 3.82501 3.46503  O71 1.421, H72 1.090, H73 1.093, H74 1.093
71 O 6.62778 4.75882 2.78746  C70 1.421, H75 0.966
72 H 4.93828 3.59749 2.83609  C70 1.090
73 H 6.35912 2.90625 3.65681  C70 1.093
74 H 5.45376 4.25538 4.40849  C70 1.093
75 H 7.38024 4.94269 3.36383  O71 0.966
76 C 1.07437 -7.01343 1.35066  O77 1.418, H78 1.091, H79 1.093, H80 1.093
77 O 1.47542 -6.04958 0.39039  C76 1.418, H81 0.967
78 H 0.55463 -6.50678 2.16480  C76 1.091
79 H 0.39943 -7.73588 0.88467  C76 1.093
80 H 1.95556 -7.52500 1.74666  C76 1.093
81 H 1.93181 -6.52597 -0.31729  O77 0.967
82 C -2.54238 1.03833 -7.52711  O83 1.420, H84 1.090, H85 1.094, H86 1.093
83 O -1.78079 2.21540 -7.30372  C82 1.420, H87 0.973
84 H -2.64323 0.88248 -8.60163  C82 1.090
85 H -2.03281 0.17817 -7.08408  C82 1.094
86 H -3.53531 1.15213 -7.08374  C82 1.093
87 H -1.70665 2.33093 -6.34057  O83 0.973
88 C 1.10330 -1.88558 7.19979  O89 1.420, H90 1.090, H91 1.093, H92 1.093
89 O 1.93823 -0.95499 6.52612  C88 1.420, H93 0.966
90 H 0.24437 -2.10984 6.56673  C88 1.090
91 H 1.65887 -2.80648 7.39417  C88 1.093
92 H 0.75503 -1.45433 8.14173  C88 1.093
93 H 2.68876 -0.77386 7.10587  O89 0.966
94 C 3.85731 -9.27945 -0.18400  O95 1.420, H96 1.090, H97 1.093, H98 1.093
95 O 2.85313 -8.92559 -1.12410  C94 1.420, H99 0.965
96 H 4.02601 -8.43644 0.48666  C94 1.090
97 H 3.52684 -10.14403 0.39724  C94 1.093
98 H 4.78566 -9.51494 -0.71014  C94 1.093
99 H 2.72475 -9.68767 -1.70255  O95 0.965
100 C 1.87794 1.15643 -6.23734  O101 1.418, H102 1.091, H103 1.093, H104 1.094
101 O 0.83492 0.51660 -6.95382  C100 1.418, H105 0.968
102 H 2.80999 0.62015 -6.41878  C100 1.091
103 H 1.98243 2.18890 -6.58135  C100 1.093
104 H 1.65463 1.14034 -5.16688  C100 1.094
105 H 0.02211 1.01061 -6.77612  O101 0.968
106 C -9.39902 1.12556 -0.65774  O107 1.419, H108 1.090, H109 1.091, H110 1.093
107 O -9.09772 0.03102 0.19298  C106 1.419, H111 0.968
108 H -10.46273 1.10669 -0.89660  C106 1.090
109 H -9.15901 2.05968 -0.14755  C106 1.091
110 H -8.81915 1.04413 -1.58060  C106 1.093
111 H -8.15010 0.07467 0.38748  O107 0.968

Atomic partial charges in e from the Löwdin method, atoms 1 to 99: C -0.1644; C -0.2235; C -0.5353; Cl 0.6058; C -0.2830; C -0.0882; C -0.1033; C -0.0169; C -0.0647; C -0.0528; C -0.0331; C -0.1510; C -0.1027; C -0.0677; C -0.2446; O -0.0694; N 0.0077; O 0.0919; O 0.0042; C -0.2918; O 0.1009; H 0.0663; H 0.0546; H 0.0826; H 0.1077; H 0.1192; H 0.1190; H 0.1061; H 0.1234; H 0.0782; H 0.0802; H 0.0791; H 0.0884; H 0.0685; H 0.0757; H 0.0784; H 0.1224; H 0.1101; H 0.1785; C -0.1211; O -0.1389; H 0.0873; H 0.0796; H 0.0822; H 0.0810; C -0.1615; O -0.1396; H 0.0605; H 0.0702; H 0.0780; H 0.0756; C -0.1574; O -0.1443; H 0.0780; H 0.0776; H 0.0746; H 0.0610; C -0.1559; O -0.1259; H 0.0840; H 0.0451; H 0.0807; H 0.0300; C -0.1523; O -0.1441; H 0.0812; H 0.0761; H 0.0775; H 0.0792; C -0.1540; O -0.1336; H 0.0819; H 0.0753; H 0.0743; H 0.0793; C -0.1561; O -0.1513; H 0.0779; H 0.0805; H 0.0665; H 0.0705; C -0.1556; O -0.1485; H 0.0805; H 0.0739; H 0.0765; H 0.0243; C -0.1571; O -0.1408; H 0.0777; H 0.0767; H 0.0749; H 0.0785; C -0.1591; O -0.1322; H 0.0738; H 0.0792; H 0.0775; H 0.0802